[1]
Here is a 4-piece molecular cluster, C34H41BrClF6IO3Si2 overall in a non-equilibrium geometry from the OMol25 dataset. Energies are from ωB97M-V/def2-TZVPD.

XYZ file:
```
89
Properties=species:S:1:pos:R:3:forces:R:3:mulliken_charge:R:1
C -1.465 -4.919 1.356 0.480 -0.436 -0.730 -0.845
C -1.886 -4.604 2.577 -0.217 0.218 0.671 -0.253
C -0.918 -4.127 3.612 0.374 -1.223 0.141 -0.879
Si -0.491 -2.270 3.532 -1.113 -1.162 2.225 0.002
C -1.535 -1.497 4.935 -0.029 0.542 -0.869 -0.670
C -2.746 -0.641 4.511 0.000 -0.154 1.186 -0.981
C -2.397 0.692 3.877 -1.404 -0.717 1.070 0.862
F -2.823 0.783 2.629 0.160 -0.072 -1.663 -0.256
F -1.125 0.996 3.949 1.629 0.116 -0.425 -0.201
F -3.034 1.674 4.512 -0.607 0.958 0.738 -0.379
C -0.765 -1.494 1.848 0.722 0.112 -0.530 -0.474
C -2.044 -1.769 1.116 2.858 0.439 -1.213 -0.129
O -3.086 -1.991 1.530 -3.271 -0.595 1.561 -0.384
Br -1.852 -1.677 -0.861 0.217 0.102 0.005 -0.216
O 1.062 -2.240 4.186 -0.318 1.092 -1.541 -0.430
Si 2.395 -1.413 3.684 1.926 -1.096 1.071 0.691
I 2.317 0.441 2.109 -0.469 0.015 -0.093 -0.089
C 3.673 -2.708 3.089 -0.422 0.833 -0.101 -1.178
C 4.634 -2.230 1.983 -0.108 -0.820 0.257 -0.317
C 5.619 -1.158 2.434 0.422 0.250 -0.231 0.041
C 6.485 -0.503 1.315 -0.512 -0.031 -0.191 -1.035
C 5.861 -0.511 -0.091 0.059 -0.817 -0.160 -0.112
C 6.153 -1.847 -0.847 -0.350 0.839 0.448 -1.174
C 3.176 -0.663 5.274 -0.928 -0.610 0.364 -0.815
C 2.098 0.102 5.989 1.931 -2.468 0.664 0.289
O 1.644 1.070 5.573 -1.833 3.401 -1.141 -0.377
Cl 1.481 -0.552 7.547 0.142 -0.339 0.000 -0.231
H -1.937 -4.565 0.446 -0.844 -1.237 -0.053 0.314
H -0.577 -5.542 1.270 0.805 1.151 -0.272 0.281
H -2.943 -4.678 2.814 -0.230 1.390 -0.184 0.357
H -1.214 -4.348 4.643 -0.104 0.120 0.000 0.465
H 0.023 -4.683 3.466 0.086 0.264 -0.086 0.448
H -1.893 -2.276 5.608 0.028 -0.189 -0.153 0.573
H -0.897 -0.864 5.558 0.127 -0.050 -0.083 0.263
H -3.254 -0.353 5.435 -0.045 -0.007 0.000 0.561
H -3.510 -1.167 3.945 0.241 -0.023 -0.417 0.304
H -0.694 -0.405 1.929 0.004 0.009 0.006 0.566
H 0.061 -1.771 1.190 -0.004 0.016 -0.010 0.767
H 4.244 -3.014 3.971 -0.084 0.023 0.071 0.483
H 3.087 -3.580 2.783 0.127 -0.021 -0.167 0.436
H 5.226 -3.098 1.680 -0.041 -0.002 -0.131 0.411
H 4.033 -1.968 1.112 0.143 0.292 -0.029 0.187
H 5.153 -0.347 2.994 -0.351 -0.089 -0.049 -0.113
H 6.308 -1.629 3.142 -0.070 0.011 0.084 0.261
H 7.439 -1.030 1.275 0.140 0.247 -0.054 0.381
H 6.649 0.539 1.589 0.297 -0.061 0.183 0.376
H 6.236 0.311 -0.701 0.015 0.130 0.189 0.437
H 4.781 -0.384 -0.008 -0.009 0.224 -0.022 -0.018
H 6.551 -2.554 -0.124 0.128 -0.276 -0.244 0.327
H 6.869 -1.661 -1.644 0.093 -0.262 0.010 0.335
H 5.241 -2.256 -1.278 0.056 -0.104 -0.105 0.272
H 3.975 0.011 4.979 0.023 0.128 0.056 0.245
H 3.552 -1.476 5.894 0.095 -0.004 -0.110 0.602
F 2.762 -1.373 -3.941 0.039 -0.028 0.016 -0.309
C 1.747 -0.559 -4.293 -0.267 0.204 -0.112 0.330
C 1.122 0.196 -3.322 0.092 0.015 0.319 -0.566
C 0.080 1.038 -3.683 0.039 -0.059 -0.142 -0.392
C -0.329 1.104 -5.007 -0.096 0.059 -0.049 -0.191
C 0.307 0.334 -5.972 0.009 0.032 0.168 -0.597
C 1.357 -0.501 -5.617 0.095 -0.131 -0.174 -0.396
H 1.450 0.124 -2.292 0.022 -0.026 -0.020 0.598
H -0.414 1.639 -2.931 -0.006 -0.054 0.019 0.384
H -1.146 1.757 -5.285 0.026 -0.015 -0.030 0.348
H -0.015 0.384 -7.004 0.029 -0.005 0.005 0.373
H 1.871 -1.102 -6.355 0.003 -0.014 0.036 0.417
F -2.986 1.632 -2.212 0.077 0.037 -0.051 -0.131
C -4.229 1.557 -1.695 -0.429 -0.041 0.224 0.277
C -4.391 1.553 -0.322 0.299 0.020 0.107 -0.298
C -5.671 1.481 0.207 -0.063 -0.017 -0.144 -0.491
C -6.770 1.402 -0.638 -0.090 -0.007 0.048 -0.545
C -6.589 1.402 -2.014 0.061 0.013 0.124 -0.439
C -5.312 1.485 -2.548 0.080 0.006 -0.279 -0.442
H -3.524 1.607 0.322 0.014 0.010 -0.034 0.518
H -5.810 1.485 1.280 0.044 -0.013 -0.009 0.402
H -7.768 1.341 -0.222 0.018 0.000 -0.014 0.381
H -7.445 1.337 -2.673 0.028 0.014 -0.014 0.363
H -5.152 1.494 -3.619 0.027 -0.025 0.017 0.435
F -4.079 5.553 -8.022 -0.029 0.001 -0.028 -0.316
C -3.126 5.487 -7.073 0.221 -0.012 0.216 0.355
C -2.066 6.370 -7.120 0.023 0.175 -0.173 -0.516
C -1.088 6.302 -6.138 -0.086 -0.135 0.060 -0.266
C -1.176 5.349 -5.132 0.086 0.005 0.067 -0.715
C -2.247 4.466 -5.103 0.060 0.099 -0.045 -0.184
C -3.233 4.536 -6.077 -0.179 -0.177 0.013 -0.485
H -2.011 7.100 -7.917 -0.037 -0.016 0.005 0.409
H -0.255 6.993 -6.159 -0.015 -0.004 -0.028 0.363
H -0.410 5.295 -4.370 -0.016 -0.010 -0.014 0.391
H -2.315 3.721 -4.320 -0.047 0.026 0.007 0.523
H -4.080 3.862 -6.067 0.002 0.020 -0.034 0.431
```
Forces are in eV/Å.

Computed properties:
- gap between HOMO and LUMO (Eh) = 0.3268
- maximum force (eV Å⁻¹) = 4.0
- LUMO energy (eV) = 0.21
- SMILES = C=CC[Si@](CCC(F)(F)F)(CC(=O)Br)O[Si@](I)(CCCCCC)CC(=O)Cl.Fc1ccccc1.Fc1ccccc1.Fc1ccccc1
- electronic energy (a.u.) = -6056.110823


[2]
Here is C34H41CoN4O2P2S4 as an isolated structure from the OMol25 dataset. Energies are from ωB97M-V/def2-TZVPD.

XYZ file:
```
88
Properties=species:S:1:pos:R:3:forces:R:3:mulliken_charge:R:1
Co -0.389 -0.002 -0.018 -0.085 -0.085 -0.181 -0.324
N -1.679 1.531 -0.174 0.055 -0.008 0.026 -0.503
N -2.870 1.182 0.506 0.028 0.015 -0.023 -0.308
C -3.072 -0.219 0.654 0.016 -0.002 0.004 0.088
O -4.189 -0.608 0.950 -0.033 0.002 0.018 -0.766
O -2.013 -0.933 0.503 -0.013 0.080 -0.029 -0.193
H -1.295 2.395 0.199 0.011 -0.017 0.005 0.213
H -1.823 1.616 -1.183 -0.007 0.003 0.006 0.330
H -3.697 1.653 0.166 -0.001 -0.022 0.023 0.291
S 3.312 2.474 -2.446 0.010 0.028 -0.054 -0.370
C 2.682 1.342 -1.375 -0.102 0.016 0.009 0.472
S 3.572 0.201 -0.516 0.056 -0.004 0.000 -0.389
S 0.922 1.437 -1.185 0.044 -0.029 -0.010 -0.338
C 1.773 -1.904 2.488 0.000 -0.020 0.024 -0.851
C 1.961 -0.387 2.629 -0.021 0.010 -0.036 -1.232
P 0.412 0.474 2.159 -0.009 -0.006 0.087 2.309
C -0.587 0.147 3.661 0.042 0.019 0.021 0.142
C -1.597 -0.810 3.619 0.000 0.006 -0.004 0.023
C -2.319 -1.120 4.767 -0.001 -0.005 -0.010 -1.100
C -2.037 -0.481 5.962 0.005 -0.002 0.002 -0.527
C -1.023 0.469 6.016 -0.004 -0.006 0.003 -0.755
C -0.302 0.777 4.875 -0.003 -0.002 0.001 -0.706
C 0.774 2.252 2.282 -0.050 0.014 0.021 0.204
C -0.256 3.134 2.618 0.009 0.006 0.015 -0.750
C -0.060 4.505 2.540 0.009 0.011 -0.002 -0.631
C 1.162 5.011 2.116 -0.009 -0.006 0.003 -0.583
C 2.182 4.139 1.764 0.011 0.002 -0.004 -0.624
C 1.990 2.767 1.840 0.022 -0.016 -0.023 -0.433
C 1.962 -2.440 1.063 0.002 -0.031 -0.021 -1.590
P 0.676 -2.010 -0.183 0.074 -0.005 0.062 2.361
C -0.584 -3.319 0.043 0.012 0.009 0.073 0.359
C -0.663 -4.130 1.167 0.002 -0.006 -0.013 -0.608
C -1.690 -5.060 1.297 -0.016 -0.013 -0.001 -0.699
C -2.644 -5.185 0.301 0.008 -0.001 0.006 -0.629
C -2.570 -4.375 -0.827 0.009 0.012 -0.006 -0.565
C -1.554 -3.447 -0.951 -0.027 -0.007 -0.025 -0.440
C 1.446 -2.615 -1.728 -0.019 -0.023 -0.014 0.281
C 1.719 -1.751 -2.780 0.007 0.003 0.034 0.644
C 2.290 -2.231 -3.951 -0.013 0.007 -0.001 -0.568
C 2.595 -3.577 -4.077 0.002 -0.012 -0.008 -0.736
C 2.325 -4.449 -3.030 0.001 0.006 -0.003 -0.750
C 1.749 -3.970 -1.864 0.006 0.007 0.003 -0.387
H 0.795 -2.195 2.888 0.011 0.004 0.001 0.162
H 2.510 -2.404 3.123 0.013 0.016 -0.010 0.534
H 2.752 -0.046 1.958 -0.007 -0.019 0.003 0.417
H 2.220 -0.125 3.657 -0.013 0.015 0.006 0.555
H -1.830 -1.306 2.684 -0.015 0.004 -0.034 0.318
H -3.112 -1.855 4.710 -0.001 0.000 0.005 0.475
H -2.606 -0.717 6.853 0.002 0.000 0.000 0.368
H -0.796 0.970 6.949 -0.001 0.000 -0.001 0.401
H 0.484 1.523 4.921 -0.002 0.001 -0.004 0.424
H -1.216 2.746 2.941 0.003 -0.009 -0.005 0.456
H -0.866 5.179 2.805 0.001 -0.002 0.001 0.397
H 1.312 6.081 2.044 0.001 -0.001 -0.001 0.368
H 3.126 4.522 1.398 -0.003 -0.003 -0.003 0.441
H 2.777 2.101 1.503 0.000 0.005 0.007 0.295
H 2.039 -3.531 1.084 -0.018 -0.011 -0.010 0.737
H 2.890 -2.054 0.644 -0.025 0.009 0.017 0.656
H 0.067 -4.047 1.962 0.005 0.007 -0.007 0.176
H -1.743 -5.680 2.183 -0.001 -0.001 0.000 0.428
H -3.449 -5.901 0.406 0.001 -0.002 -0.001 0.348
H -3.323 -4.450 -1.602 -0.002 -0.004 0.003 0.424
H -1.526 -2.794 -1.817 0.007 0.006 0.008 0.230
H 1.496 -0.700 -2.672 -0.002 0.023 0.012 -0.248
H 2.508 -1.542 -4.756 0.009 -0.002 0.000 0.373
H 3.045 -3.949 -4.990 0.002 -0.002 0.003 0.393
H 2.558 -5.503 -3.123 -0.003 0.000 -0.003 0.406
H 1.515 -4.660 -1.061 0.001 0.002 -0.002 0.283
C 1.952 1.241 -5.699 0.013 0.014 0.006 -1.030
C 0.582 1.733 -5.257 0.018 -0.008 0.024 -0.714
N -0.054 0.869 -4.265 0.000 0.004 0.006 0.743
C -1.245 0.286 -4.359 -0.043 -0.082 -0.041 0.385
S -2.158 -0.151 -3.001 0.012 -0.012 0.035 -0.419
N -1.763 0.030 -5.605 0.016 0.016 0.011 -0.285
C -0.967 -0.599 -6.659 0.008 -0.007 0.001 0.197
C -1.102 -2.115 -6.631 0.011 -0.014 0.008 -1.246
H 2.377 1.937 -6.424 0.009 0.001 0.013 0.344
H 1.908 0.252 -6.160 0.010 0.019 -0.004 0.270
H 2.623 1.201 -4.840 0.007 -0.006 0.014 0.208
H -0.100 1.856 -6.098 -0.006 -0.008 0.002 0.470
H 0.706 2.709 -4.781 0.002 0.001 -0.014 0.414
H 0.277 0.992 -3.301 -0.011 0.113 0.007 -0.908
H -2.678 -0.385 -5.497 -0.001 0.018 -0.023 0.335
H 0.073 -0.326 -6.519 -0.030 -0.003 -0.009 -0.244
H -1.277 -0.198 -7.628 -0.014 -0.010 0.001 0.308
H -0.790 -2.505 -5.660 0.013 -0.002 0.000 0.247
H -0.479 -2.572 -7.402 -0.004 0.000 -0.006 0.360
H -2.135 -2.422 -6.806 -0.002 0.005 0.009 0.388
```
Forces are in eV/Å.

Computed properties:
- gap between HOMO and LUMO (alpha / beta) (Eh) = 0.2347 / 0.2359
- maximum force (eV Å⁻¹) = 0.2
- 2S+1 = 2
- net charge = -1
- expectation value of S² = 0.768
- LUMO energy (alpha / beta) (eV) = 2.50 / 2.50
- electronic energy (a.u.) = -5348.127397